{"formula": "C29H39BN11W", "method": "ωB97M-V/def2-TZVPD", "species": ["W", "C", "C", "C", "C", "C", "C", "N", "N", "B", "N", "C", "C", "C", "N", "C", "C", "C", "N", "C", "C", "C", "N", "C", "C", "C", "H", "H", "H", "H", "H", "H", "H", "H", "H", "H", "H", "H", "H", "H", "H", "H", "H", "H", "H", "H", "H", "H", "H", "H", "H", "H", "H", "H", "C", "C", "N", "C", "C", "N", "C", "N", "N", "N", "C", "C", "C", "C", "C", "C", "H", "H", "H", "H", "H", "H", "H", "H", "H", "H", "H"], "positions_angstrom": [[-1.04656, 0.27328, 1.28282], [-3.03026, -2.09212, 0.29379], [-4.03113, -1.45820, 1.26358], [-4.54310, -0.11769, 0.74158], [-3.36869, -1.35367, 2.60173], [-3.61655, -1.92768, 3.81853], [-2.51364, -1.59710, 4.62665], [-1.65959, -0.85543, 3.94307], [-2.18176, -0.65764, 2.68052], [-0.15736, -0.46364, 4.20825], [0.67895, -1.21746, 3.14085], [1.59694, -2.17492, 3.25946], [1.86401, -2.72491, 2.01294], [1.03421, -2.07445, 1.11831], [0.33629, -1.12714, 1.81318], [0.81421, -2.34344, -0.34099], [0.34083, -3.78956, -0.53502], [2.07348, -2.06526, -1.16819], [-0.03908, 1.06124, 3.93375], [0.21054, 2.08481, 4.74293], [-0.12629, 3.27927, 4.10793], [-0.62032, 2.92469, 2.87370], [-0.53478, 1.56139, 2.75877], [-1.24771, 3.74851, 1.79230], [-0.22793, 4.38717, 0.84471], [-2.30612, 2.92485, 1.06910], [-3.42527, -2.19775, -0.71543], [-2.64537, -3.04928, 0.64280], [-2.11380, -1.45009, 0.18953], [-4.87993, -2.13578, 1.36670], [-3.70899, 0.55292, 0.47852], [-5.16680, 0.40229, 1.46748], [-5.11897, -0.25602, -0.17286], [-4.46511, -2.52911, 4.10140], [-2.30027, -1.87542, 5.64907], [0.18013, -0.74217, 5.31287], [2.00152, -2.42254, 4.22986], [2.55160, -3.52659, 1.79970], [0.01950, -1.67272, -0.69266], [1.15791, -4.48524, -0.33929], [0.01927, -3.94085, -1.56489], [-0.48277, -4.05127, 0.13062], [2.88691, -2.71990, -0.85126], [2.41638, -1.03549, -1.07157], [1.87684, -2.27017, -2.22118], [0.58756, 1.91001, 5.74002], [-0.05488, 4.27263, 4.52007], [-1.78928, 4.55234, 2.29766], [0.30655, 3.63431, 0.26194], [0.50993, 4.96192, 1.40230], [-0.73399, 5.06835, 0.16109], [-1.84458, 2.01879, 0.59120], [-2.72508, 3.43325, 0.20106], [-3.11714, 2.60182, 1.72113], [-1.18230, 0.99988, -2.23275], [0.09164, 1.22198, -1.50650], [0.30248, 0.94708, -0.19930], [1.62781, 1.29828, 0.08892], [2.18691, 1.76968, -1.03904], [1.21598, 1.69744, -2.03010], [1.41023, 2.01094, -3.48151], [1.60445, 0.81939, -4.21204], [0.50052, 0.17317, -4.73631], [0.88823, -0.84430, -5.38427], [2.27478, -0.91025, -5.32707], [3.14672, -1.84174, -5.89924], [4.48854, -1.64761, -5.68107], [4.95986, -0.55826, -4.91517], [4.10847, 0.36408, -4.34459], [2.74807, 0.15568, -4.58030], [-1.90032, 0.47607, -1.59725], [-1.01612, 0.41597, -3.14205], [-1.62585, 1.94791, -2.54638], [2.06165, 1.16612, 1.06523], [3.18613, 2.11672, -1.24442], [2.26641, 2.67668, -3.55981], [0.51846, 2.51857, -3.83946], [2.77343, -2.66488, -6.49255], [5.20500, -2.33255, -6.11268], [6.02710, -0.43781, -4.78483], [4.49122, 1.20859, -3.78560]], "forces_ev_per_a": [[0.55, 0.04, 0.76], [-0.02, 0.06, 0.06], [-0.02, -0.04, -0.02], [0.00, 0.06, -0.05], [0.26, 0.15, -0.01], [-0.04, -0.04, 0.12], [-0.05, -0.07, 0.11], [0.04, 0.08, -0.23], [-0.05, -0.07, -0.03], [0.00, -0.03, 0.05], [-0.13, 0.05, -0.13], [0.08, -0.03, 0.10], [0.02, -0.12, 0.05], [0.00, 0.19, 0.11], [-0.10, -0.13, -0.27], [0.04, 0.04, 0.01], [0.02, -0.04, 0.00], [0.00, -0.05, -0.02], [-0.05, 0.02, -0.13], [0.01, -0.04, 0.11], [0.02, 0.08, 0.06], [-0.04, -0.17, -0.03], [-0.11, -0.07, -0.31], [-0.06, 0.02, 0.02], [0.02, -0.02, 0.00], [-0.06, -0.02, 0.13], [-0.02, 0.01, 0.01], [-0.06, -0.03, -0.01], [0.06, 0.14, -0.17], [0.01, -0.03, 0.00], [0.04, -0.01, 0.02], [-0.02, -0.03, 0.01], [-0.02, -0.02, 0.02], [0.03, 0.01, 0.01], [-0.03, 0.00, -0.02], [-0.02, 0.03, -0.07], [0.00, 0.00, -0.03], [-0.02, 0.02, 0.01], [-0.05, 0.02, 0.00], [-0.01, 0.01, 0.02], [0.01, 0.00, 0.00], [-0.01, 0.02, -0.02], [-0.01, 0.01, -0.01], [-0.01, 0.02, 0.01], [0.00, 0.00, 0.00], [0.00, 0.02, -0.02], [0.01, -0.02, 0.00], [0.04, 0.03, 0.02], [-0.01, 0.00, 0.00], [-0.01, 0.01, 0.00], [0.01, -0.02, 0.00], [-0.06, 0.11, -0.44], [-0.01, 0.02, 0.01], [0.00, -0.01, 0.01], [-0.04, 0.06, 0.01], [0.08, -0.19, 0.01], [-0.21, -0.03, 0.34], [-0.06, -0.09, -0.10], [0.06, -0.10, -0.17], [-0.08, 0.36, -0.10], [0.03, -0.21, 0.29], [-0.16, 0.06, -0.35], [0.30, -0.05, 0.02], [0.17, 0.14, 0.20], [-0.25, -0.35, -0.24], [0.00, -0.01, -0.01], [0.05, 0.04, 0.04], [0.00, 0.00, -0.02], [0.02, -0.04, -0.08], [0.01, 0.20, 0.23], [-0.02, 0.00, 0.01], [0.01, -0.02, 0.03], [-0.01, 0.02, 0.03], [-0.03, 0.02, 0.02], [-0.03, 0.04, 0.01], [0.02, -0.01, 0.01], [-0.02, 0.02, -0.01], [-0.01, 0.02, -0.01], [0.01, 0.01, 0.01], [0.00, -0.01, 0.00], [-0.01, -0.01, 0.00]], "lumo_energy_ev": [-11.5, -10.8], "spin_multiplicity": 3, "e_homo_ev": [-15.41, -15.41], "homo_lumo_gap_ev": [3.94, 4.61], "charge": 3}